Below is an isolated ion of composition C22H19O5 and charge -1 in a non-equilibrium geometry, with properties calculated with the ωB97M-V functional and the def2-TZVPD basis.

Values from the calculation:
* electronic energy: -33358.4320 eV
* SMILES: COc1ccc([C@H](C2=C([O-])c3ccccc3C2=O)C(C(C)=O)C(C)=O)cc1
* LUMO: 2.865 eV
* HOMO-LUMO gap: 6.08 eV
* total charge: -1

Last column: natural (NBO) charge in e.
Element x y z (Å)
C  -1.6498  2.3836  2.8818  -0.729
C  -2.3541  1.6106  1.7905  0.606
C  -1.5844  1.5289  0.4724  -0.479
C  -2.5252  2.0932  -0.6098  0.645
C  -2.6290  3.6173  -0.5233  -0.728
O  -3.0513  1.3599  -1.4116  -0.545
O  -3.4586  1.0746  1.9624  -0.569
H  -1.1455  3.3103  2.5425  0.225
H  -2.3944  2.5990  3.6445  0.222
H  -0.8865  1.7566  3.3672  0.252
H  -0.7028  2.1846  0.5116  0.255
H  -2.5567  4.0332  0.5127  0.210
H  -1.8636  4.1351  -1.1607  0.271
H  -3.5731  3.9347  -0.9669  0.222
C  2.7017  -3.9162  3.9243  -0.250
O  1.3478  -3.4293  4.0370  -0.511
C  0.9776  -2.3922  3.2325  0.296
C  1.8668  -1.7001  2.3737  -0.317
C  1.3954  -0.8466  1.4057  -0.176
C  0.0098  -0.6241  1.2596  0.022
C  -0.6122  0.0732  0.1282  -0.220
C  0.0905  0.0769  -1.1012  -0.434
C  0.0081  1.1393  -2.1024  0.575
O  -0.3780  2.3071  -1.9588  -0.714
C  0.5495  0.5738  -3.3678  -0.014
C  1.0820  -0.6967  -3.1102  -0.115
C  1.6949  -1.4374  -4.1140  -0.202
C  1.7600  -0.8926  -5.3955  -0.234
C  1.2163  0.3788  -5.6572  -0.227
C  0.6094  1.1368  -4.6410  -0.243
C  0.8312  -1.0780  -1.6863  0.522
O  1.1591  -2.1454  -1.1750  -0.639
C  -0.8493  -1.2099  2.2054  -0.198
C  -0.3898  -2.0463  3.2067  -0.279
H  2.8084  -4.7104  4.6619  0.188
H  2.8750  -4.3046  2.9166  0.186
H  3.4123  -3.1128  4.1349  0.171
H  2.9379  -1.9100  2.4636  0.203
H  2.1465  -0.3824  0.7601  0.224
H  -1.7523  0.0326  0.0600  0.271
H  2.1162  -2.4136  -3.8659  0.218
H  2.2514  -1.4576  -6.1941  0.198
H  1.2790  0.7884  -6.6572  0.196
H  0.2043  2.1342  -4.8088  0.218
H  -1.9051  -0.9995  2.1621  0.218
H  -1.0695  -2.5570  3.8898  0.212